A.
ORCA calculation (ωB97M-V/def2-TZVPD) on the molecule C7H14N2.

Its molar mass is 126.20 g/mol.

Atoms and positions in Å:
1 C -1.172 -1.904 -1.664
2 C -0.804 -1.319 -0.540
3 C -1.829 -0.952 0.547
4 C 0.606 -0.680 -0.435
5 N 1.660 -1.547 0.202
6 C 0.440 0.535 0.473
7 C 1.592 1.585 0.524
8 C 0.452 2.591 0.344
9 N -0.542 1.540 0.098
10 H -2.149 -2.261 -1.789
11 H -0.495 -2.067 -2.488
12 H -2.760 -0.844 0.034
13 H -1.623 0.021 1.083
14 H -1.905 -1.763 1.219
15 H 0.835 -0.314 -1.392
16 H 1.876 -2.437 -0.261
17 H 1.351 -1.823 1.112
18 H 0.190 0.280 1.486
19 H 2.047 1.789 1.556
20 H 2.316 1.549 -0.240
21 H 0.174 3.097 1.342
22 H 0.544 3.416 -0.325
23 H -0.803 1.508 -0.886

B.
ORCA calculation (ωB97M-V/def2-TZVPD) on a cluster of 2 separate species, C7H14N2 in total.

Its molar mass is 126.20 g/mol.

Atoms and positions in Å:
1 C 0.530 -2.172 -0.281
2 C -0.055 -1.333 0.800
3 C -1.334 -0.863 1.094
4 N -1.243 -0.544 2.504
5 C 0.111 -0.712 2.867
6 N 0.824 -1.071 1.834
7 H 0.645 -3.151 0.021
8 H 1.680 -2.000 -0.192
9 H 0.050 -2.272 -1.300
10 H -2.158 -0.555 0.478
11 H -1.668 0.239 3.062
12 H 0.415 -0.474 3.888
13 C -0.410 1.436 -1.448
14 C 0.176 1.560 -2.870
15 C 1.162 2.705 -3.028
16 H -0.967 2.510 -1.214
17 H 0.387 1.135 -0.640
18 H -1.006 0.616 -1.378
19 H 0.778 0.596 -3.274
20 H -0.641 1.756 -3.661
21 H 0.926 3.508 -3.638
22 H 1.218 3.255 -2.062
23 H 2.178 2.410 -3.264

C.
ORCA calculation (ωB97M-V/def2-TZVPD) on a cluster of 2 separate species, C7H14N2 in total.

Its molar mass is 126.20 g/mol.

Atoms and positions in Å:
1 C -1.397 0.349 1.348
2 C 0.074 0.186 1.393
3 C 1.048 1.125 1.183
4 N 2.242 0.480 1.421
5 C 1.938 -0.797 1.738
6 N 0.650 -1.022 1.682
7 H -1.908 -0.490 0.875
8 H -1.862 1.213 0.870
9 H -1.827 0.338 2.355
10 H 0.914 2.179 0.995
11 H 3.056 1.024 1.662
12 H 2.654 -1.568 1.954
13 C -0.762 -0.939 -3.387
14 C -1.044 -0.430 -1.987
15 C -1.882 0.843 -1.933
16 H -1.644 -1.381 -3.853
17 H 0.060 -1.665 -3.368
18 H -0.384 -0.161 -4.057
19 H -1.497 -1.241 -1.401
20 H -0.107 -0.310 -1.432
21 H -2.688 0.790 -1.213
22 H -1.330 1.772 -1.813
23 H -2.270 1.018 -2.945

D.
ORCA calculation (ωB97M-V/def2-TZVPD) on a cluster of 2 separate species, C7H14N2 in total.

Its molar mass is 126.20 g/mol.

Atoms and positions in Å:
1 C -1.678 3.446 -0.845
2 C -0.837 2.692 0.121
3 C -0.106 1.554 -0.023
4 N 0.550 1.403 1.238
5 C 0.143 2.460 1.975
6 N -0.735 3.231 1.384
7 H -1.194 4.009 -1.659
8 H -2.048 4.359 -0.377
9 H -2.380 2.773 -1.407
10 H -0.080 0.922 -0.927
11 H 0.785 0.507 1.662
12 H 0.640 2.799 2.884
13 C -0.340 -2.916 -1.196
14 C 0.439 -2.235 -0.091
15 C 1.786 -2.936 0.244
16 H -0.570 -3.958 -0.978
17 H 0.094 -2.787 -2.212
18 H -1.278 -2.333 -1.310
19 H 0.770 -1.228 -0.458
20 H -0.136 -2.219 0.914
21 H 1.856 -3.809 -0.400
22 H 2.636 -2.332 0.228
23 H 1.683 -3.402 1.231

Most stable pick: C. Distance to second place: 78.2 kJ/mol.

A.
ORCA calculation (ωB97M-V/def2-TZVPD) on a cluster of 2 separate species, C7H14N2 in total.

Its molar mass is 126.20 g/mol.

Atoms and positions in Å:
1 C -1.583 1.363 1.015
2 C -1.000 1.116 -0.369
3 C -1.537 0.256 -1.286
4 N -0.656 0.293 -2.381
5 C 0.265 1.254 -2.055
6 N 0.105 1.738 -0.859
7 H -1.649 0.423 1.570
8 H -2.597 1.707 0.843
9 H -0.902 2.053 1.506
10 H -2.330 -0.449 -1.174
11 H -0.825 0.142 -3.355
12 H 0.961 1.636 -2.790
13 C 1.336 -1.351 2.847
14 C 1.124 -1.149 1.355
15 C 1.515 -2.455 0.675
16 H 2.397 -1.281 3.098
17 H 0.991 -2.339 3.178
18 H 0.803 -0.664 3.531
19 H 0.164 -0.786 0.997
20 H 1.742 -0.334 0.935
21 H 1.371 -2.390 -0.407
22 H 2.544 -2.746 0.859
23 H 0.823 -3.249 0.960

B.
ORCA calculation (ωB97M-V/def2-TZVPD) on the molecule C7H14N2.

Its molar mass is 126.20 g/mol.

Atoms and positions in Å:
1 C -2.363 -1.104 1.642
2 N -1.623 0.264 1.927
3 N -1.357 1.073 1.115
4 C -1.609 1.320 -0.345
5 C -0.349 1.666 -1.042
6 C 0.541 0.426 -1.268
7 C 1.399 -0.295 -0.574
8 C 1.732 -0.075 0.851
9 C 2.336 -1.254 -1.137
10 H -3.147 -1.232 2.329
11 H -2.868 -1.151 0.649
12 H -1.589 -1.755 1.783
13 H -2.245 2.226 -0.321
14 H -2.069 0.336 -0.777
15 H -0.542 1.850 -2.089
16 H 0.178 2.457 -0.518
17 H 0.291 -0.039 -2.245
18 H 1.507 0.958 1.216
19 H 1.220 -0.751 1.548
20 H 2.732 -0.286 1.254
21 H 2.977 -1.891 -0.491
22 H 1.748 -1.995 -1.737
23 H 3.100 -0.748 -1.771

Most stable pick: A. Distance to second place: 356.2 kJ/mol.

A.
ORCA calculation (ωB97M-V/def2-TZVPD) on a cluster of 2 separate species, C7H14N2 in total.

Its molar mass is 126.20 g/mol.

Atoms and positions in Å:
1 C -1.468 -0.113 2.356
2 C -0.512 -0.846 1.516
3 N -1.051 -1.596 0.397
4 C 0.757 -0.889 1.825
5 N 1.873 -0.976 2.348
6 H -2.417 -0.167 1.817
7 H -1.113 1.050 2.248
8 H -1.626 -0.373 3.476
9 H -1.857 -1.075 0.180
10 H -0.258 -1.765 -0.327
11 H 2.668 -0.376 2.238
12 C 2.273 0.095 -1.437
13 C 0.786 -0.001 -1.609
14 C -0.025 0.986 -1.315
15 C -1.442 1.142 -1.591
16 H 2.747 -0.670 -2.068
17 H 2.520 -0.015 -0.318
18 H 2.526 1.165 -1.604
19 H 0.587 -1.014 -2.070
20 H 0.488 1.836 -0.928
21 H -2.011 0.169 -1.737
22 H -1.597 1.650 -2.522
23 H -1.847 1.785 -0.874

B.
ORCA calculation (ωB97M-V/def2-TZVPD) on a cluster of 2 separate species, C7H14N2 in total.

Its molar mass is 126.20 g/mol.

Atoms and positions in Å:
1 C 1.774 2.534 3.002
2 C 0.734 1.673 2.393
3 C 0.786 0.875 1.269
4 N -0.435 0.255 1.276
5 C -1.144 0.631 2.380
6 N -0.472 1.577 3.014
7 H 2.203 2.071 3.885
8 H 1.398 3.547 3.158
9 H 2.611 2.843 2.354
10 H 1.598 0.732 0.582
11 H -0.665 -0.451 0.595
12 H -2.095 0.169 2.566
13 C 0.131 -2.020 -3.262
14 C -0.273 -1.704 -1.777
15 C -1.547 -0.781 -1.934
16 H 1.099 -1.549 -3.444
17 H -0.608 -1.842 -4.025
18 H 0.486 -3.058 -3.389
19 H -0.617 -2.627 -1.317
20 H 0.577 -1.241 -1.285
21 H -2.242 -0.922 -1.108
22 H -1.295 0.279 -2.043
23 H -2.004 -0.990 -2.890

C.
ORCA calculation (ωB97M-V/def2-TZVPD) on the molecule C7H14N2.

Its molar mass is 126.20 g/mol.

Atoms and positions in Å:
1 C 0.044 -0.769 2.747
2 C -0.304 0.648 2.276
3 C 0.264 0.905 0.906
4 C 1.647 1.475 0.860
5 C -0.541 0.758 -0.174
6 N 0.225 0.312 -1.223
7 C -0.189 -0.446 -2.167
8 C -1.551 -1.085 -2.291
9 N 0.728 -0.811 -3.138
10 H -0.274 -1.507 2.001
11 H 1.119 -0.881 2.902
12 H -0.471 -0.974 3.700
13 H -1.388 0.757 2.274
14 H 0.086 1.375 2.990
15 H 2.022 1.471 -0.155
16 H 2.325 0.907 1.499
17 H 1.637 2.509 1.224
18 H -1.561 0.391 -0.054
19 H -1.681 -1.849 -1.526
20 H -1.698 -1.549 -3.267
21 H -2.373 -0.373 -2.191
22 H 0.373 -1.019 -4.051
23 H 1.563 -0.247 -3.141

D.
ORCA calculation (ωB97M-V/def2-TZVPD) on a cluster of 2 separate species, C7H14N2 in total.

Its molar mass is 126.20 g/mol.

Atoms and positions in Å:
1 C 3.071 0.002 1.181
2 C 2.596 -1.219 0.318
3 C 2.127 -1.333 -0.948
4 N 1.608 -2.693 -1.061
5 C 1.881 -3.228 0.196
6 N 2.519 -2.371 0.947
7 H 3.876 0.403 0.519
8 H 3.653 -0.300 2.094
9 H 2.309 0.745 1.325
10 H 2.041 -0.678 -1.824
11 H 1.242 -2.998 -1.881
12 H 1.836 -4.462 0.494
13 C -2.221 2.613 -0.903
14 C -3.197 1.697 -0.112
15 C -2.536 0.687 0.786
16 H -2.753 3.560 -1.311
17 H -2.059 2.084 -1.855
18 H -1.282 3.030 -0.571
19 H -3.832 2.249 0.573
20 H -3.946 1.220 -0.867
21 H -1.497 0.874 1.027
22 H -2.970 0.364 1.660
23 H -2.466 -0.248 0.214

Most stable pick: B. Distance to second place: 26.0 kJ/mol.